{
  "formula": "C3H3N2OS",
  "method": "ωB97M-V/def2-TZVPD",
  "charge": 1,
  "e_tot_ev": -19011.59554,
  "spin_multiplicity": 1,
  "species": ["C", "C", "C", "N", "N", "O", "S", "H", "H", "H"],
  "xyz": [[-0.9837, -0.6544, -0.8000], [-1.8044, -0.8426, 0.3297], [1.6253, 2.1814, 0.2709], [0.7075, 1.5233, 0.1173], [-1.1307, 0.5229, -1.3243], [-1.9999, 1.2477, -0.7241], [-2.6955, 0.5331, 0.6079], [-0.2829, -1.3551, -1.2188], [-1.8602, -1.7319, 0.9314], [2.4819, 2.7870, 0.4175]],
  "forces_ev_per_angstrom": [[-0.546, -0.422, 0.796], [-0.184, 0.560, -0.105], [0.071, 0.014, 0.001], [-0.063, -0.016, 0.373], [0.443, -0.155, -1.411], [-0.976, 0.740, 0.714], [0.946, -0.777, -0.567], [0.053, -0.061, -0.036], [-0.080, -0.133, 0.203], [0.336, 0.250, 0.032]],
  "nbo_charge": [-0.0524, -0.3425, 0.1751, -0.4220, 0.1393, -0.3103, 0.9754, 0.2822, 0.3031, 0.2522]
}